# 1
Entry from the Open Molecules 2025 dataset: C28H32BrFN2NiO9P as an isolated structure (ωB97M-V with the def2-TZVPD basis set).

Calculated values
- HOMO level (alpha / beta) (Ha) = -0.222 / -0.224
- gap between HOMO and LUMO (alpha / beta) (Ha) = 0.3013 / 0.3030
- molecular weight (g/mol) = 729.138

Geometry as ORCA input:
```
! RIJCOSX wB97M-V def2-TZVPD def2/J DEFGRID3
* xyz -1 3
Ni -0.387 0.930 1.505
C -4.774 -4.888 -0.435
C -5.016 -3.453 -0.889
C -5.436 -3.345 -2.349
C -4.306 -3.789 -3.269
C -3.034 -3.052 -2.938
C -2.043 -2.877 -3.875
C -0.879 -2.186 -3.550
F 0.057 -2.041 -4.516
C -0.673 -1.653 -2.313
C -1.668 -1.821 -1.343
C -1.456 -1.229 -0.011
O -0.385 -0.632 0.194
C -2.506 -1.405 0.941
C -3.607 -2.103 0.556
N -3.817 -2.632 -0.667
C -2.841 -2.512 -1.649
C -2.475 -0.926 2.392
O -3.410 -1.292 3.106
O -1.487 -0.212 2.739
H -5.658 -5.500 -0.622
H -4.554 -4.916 0.633
H -3.927 -5.330 -0.961
H -5.793 -3.007 -0.268
H -5.702 -2.308 -2.565
H -6.327 -3.955 -2.506
H -4.568 -3.610 -4.313
H -4.148 -4.867 -3.169
H -2.164 -3.267 -4.879
H 0.223 -1.101 -2.057
H -4.389 -2.252 1.292
Br 0.574 1.458 5.096
C 0.039 2.882 3.974
C 0.192 4.180 4.434
C -0.300 5.208 3.649
C -0.961 4.913 2.469
C -1.063 3.588 2.091
N -0.540 2.593 2.824
C -1.839 3.181 0.831
O -2.420 4.085 0.236
O -1.872 1.935 0.601
H 0.676 4.362 5.382
H -0.187 6.235 3.975
H -1.403 5.661 1.829
C 4.715 -0.549 1.193
C 3.369 -1.051 0.692
C 2.588 -1.743 1.802
C 3.547 -1.981 -0.498
O 2.581 0.035 0.165
P 2.297 1.434 0.908
O 2.364 1.267 2.380
O 0.993 1.910 0.308
O 3.500 2.373 0.430
C 3.572 3.045 -0.846
C 5.035 3.435 -0.980
C 3.160 2.124 -1.986
C 2.679 4.277 -0.787
H 5.299 -1.397 1.560
H 4.584 0.165 2.007
H 5.269 -0.065 0.386
H 3.114 -2.648 2.119
H 1.597 -2.019 1.438
H 2.469 -1.077 2.656
H 4.113 -2.869 -0.207
H 4.081 -1.471 -1.302
H 2.571 -2.292 -0.874
H 5.662 2.543 -0.996
H 5.335 4.054 -0.133
H 5.195 3.996 -1.903
H 3.807 1.246 -2.028
H 3.246 2.671 -2.928
H 2.129 1.790 -1.871
H 3.000 4.930 0.026
H 1.643 3.986 -0.612
H 2.739 4.831 -1.727
*
```

# 2
Entry from the Open Molecules 2025 dataset: C28H32CdNO4P3S as an isolated structure (ωB97M-V with the def2-TZVPD basis set).

Calculated values
- HOMO level (Ha) = -0.297
- gap between HOMO and LUMO (Ha) = 0.2992
- molecular weight (g/mol) = 683.968

Geometry as ORCA input:
```
! RIJCOSX wB97M-V def2-TZVPD def2/J DEFGRID3
* xyz 0 1
Cd -0.924 1.226 -1.550
O -4.734 0.412 -2.367
S -3.393 0.727 -1.963
O -2.599 1.440 -3.058
O -3.297 1.617 -0.768
O -2.556 -0.490 -1.647
C 1.294 -1.840 1.261
N 0.574 -0.864 0.437
P 0.931 -0.613 -1.196
C 0.773 -2.192 -2.052
C 1.714 -3.216 -1.905
C 1.506 -4.446 -2.504
C 0.355 -4.662 -3.256
C -0.582 -3.653 -3.406
C -0.380 -2.416 -2.804
C 2.705 -0.233 -1.201
C 3.227 0.517 -0.147
C 4.548 0.937 -0.170
C 5.357 0.623 -1.254
C 4.841 -0.109 -2.313
C 3.520 -0.534 -2.290
P -0.834 -0.063 1.007
C -0.274 0.435 2.669
C 0.515 1.586 2.724
C 1.041 2.033 3.926
C 0.761 1.339 5.096
C -0.035 0.205 5.056
C -0.550 -0.249 3.847
C -2.038 -1.377 1.308
C -3.254 -1.022 1.888
C -4.255 -1.966 2.039
C -4.050 -3.270 1.607
C -2.849 -3.622 1.010
C -1.846 -2.675 0.854
H 2.125 -2.270 0.706
H 0.635 -2.651 1.579
H 1.700 -1.356 2.151
H 2.621 -3.051 -1.337
H 2.237 -5.235 -2.387
H 0.191 -5.626 -3.721
H -1.481 -3.823 -3.982
H -1.143 -1.648 -2.878
H 2.599 0.759 0.703
H 4.947 1.508 0.658
H 6.388 0.950 -1.273
H 5.469 -0.352 -3.160
H 3.128 -1.103 -3.123
H 0.717 2.138 1.810
H 1.653 2.925 3.952
H 1.160 1.687 6.040
H -0.258 -0.334 5.968
H -1.166 -1.139 3.823
H -3.435 0.003 2.191
H -5.203 -1.679 2.475
H -4.835 -4.006 1.719
H -2.695 -4.631 0.650
H -0.928 -2.947 0.345
C 0.905 4.582 -0.726
P -0.664 3.722 -1.029
C -1.695 4.139 0.396
C -1.424 4.615 -2.407
H 0.732 5.644 -0.549
H 1.565 4.467 -1.586
H 1.403 4.154 0.144
H -1.831 5.220 0.460
H -1.230 3.776 1.314
H -2.655 3.635 0.274
H -1.580 5.665 -2.151
H -2.375 4.134 -2.639
H -0.789 4.544 -3.290
*
```

# 3
Entry from the Open Molecules 2025 dataset: C28H32Cl4F6HgN6O2P as an isolated structure (ωB97M-V with the def2-TZVPD basis set).

Calculated values
- HOMO level (Ha) = -0.429
- gap between HOMO and LUMO (Ha) = 0.2986
- molecular weight (g/mol) = 971.968

Geometry as ORCA input:
```
! RIJCOSX wB97M-V def2-TZVPD def2/J DEFGRID3
* xyz 1 1
Hg 0.807 -0.647 1.916
P -1.327 0.918 -1.088
F -2.223 -0.388 -1.275
F -0.352 0.056 -0.049
F -0.360 0.473 -2.288
F -0.369 2.199 -0.802
F -2.241 1.774 -2.066
F -2.228 1.347 0.199
N -0.268 -2.690 1.444
C -0.714 -3.430 2.461
C -1.519 -4.538 2.307
C -1.938 -4.873 1.027
C -1.474 -4.114 -0.040
C -0.665 -3.028 0.216
H -0.447 -3.128 3.470
H -1.904 -5.065 3.168
H -2.635 -5.685 0.865
H -1.829 -4.296 -1.044
H -0.307 -2.410 -0.598
N 2.071 -4.699 -4.869
C 0.869 -4.755 -4.336
C 0.336 -3.733 -3.560
C 1.088 -2.598 -3.309
C 2.356 -2.538 -3.856
C 2.810 -3.628 -4.587
H 0.243 -5.625 -4.505
H -0.655 -3.860 -3.142
H 0.670 -1.741 -2.798
H 3.041 -1.701 -3.821
H 3.821 -3.673 -4.980
N 1.330 1.780 1.852
C 0.363 2.690 1.943
C 0.573 4.056 2.031
C 1.870 4.516 1.903
C 2.902 3.582 1.794
C 2.579 2.245 1.759
H -0.655 2.330 2.047
H -0.285 4.667 2.272
H 2.137 5.561 2.009
H 3.920 3.908 1.633
H 3.364 1.502 1.659
N 2.470 -1.046 0.435
C 2.835 -0.138 -0.480
C 3.978 -0.280 -1.230
C 4.704 -1.454 -1.134
C 4.272 -2.427 -0.248
C 3.171 -2.168 0.535
H 2.162 0.702 -0.614
H 4.307 0.515 -1.884
H 5.544 -1.619 -1.795
H 4.794 -3.365 -0.124
H 2.846 -2.901 1.264
N -0.758 0.064 3.360
C -0.528 0.678 4.521
C -1.534 1.060 5.380
C -2.844 0.828 5.000
C -3.094 0.227 3.771
C -2.020 -0.189 3.016
H 0.504 0.923 4.746
H -1.249 1.499 6.325
H -3.646 1.178 5.636
H -4.123 0.071 3.484
H -2.203 -0.710 2.082
C -4.376 3.589 1.250
N -4.360 3.204 2.680
O -5.186 2.401 3.060
O -3.479 3.672 3.379
H -3.561 3.074 0.751
H -4.155 4.654 1.199
H -5.349 3.379 0.828
C 0.829 4.231 -2.624
Cl 2.370 3.384 -2.828
Cl 0.725 5.672 -3.623
H 0.028 3.540 -2.847
H 0.769 4.556 -1.593
C -1.314 0.484 -5.180
Cl -2.728 0.043 -6.150
Cl 0.058 0.949 -6.194
H -1.605 1.313 -4.547
H -1.013 -0.358 -4.571
*
```

# 4
Entry from the Open Molecules 2025 dataset: one molecule with the formula C28H32N2O2 at a distorted geometry (ωB97M-V with the def2-TZVPD basis set).

Calculated values
- HOMO level (Ha) = -0.263
- gap between HOMO and LUMO (Ha) = 0.2942
- molecular weight (g/mol) = 428.576
- structure (SMILES) = COc1ccc(OC(c2ccc(N3CCCC3)cc2)c2ccc(N3CCCC3)cc2)cc1

Geometry as ORCA input:
```
! RIJCOSX wB97M-V def2-TZVPD def2/J DEFGRID3
* xyz 0 1
C 2.742 7.034 1.738
O 2.675 5.797 2.481
C 1.697 4.895 2.215
C 1.789 3.674 2.926
C 0.978 2.623 2.580
C 0.092 2.758 1.498
O -0.552 1.609 1.088
C -0.387 1.081 -0.237
C 0.883 0.267 -0.373
C 0.933 -0.837 -1.254
C 2.074 -1.619 -1.367
C 3.213 -1.360 -0.555
N 4.354 -2.113 -0.636
C 5.383 -2.083 0.390
C 6.415 -3.145 -0.020
C 6.114 -3.477 -1.488
C 4.689 -2.962 -1.764
C 3.146 -0.252 0.328
C 2.051 0.600 0.321
C -1.669 0.305 -0.395
C -2.709 0.837 -1.160
C -3.900 0.139 -1.293
C -4.107 -1.062 -0.572
N -5.288 -1.740 -0.650
C -5.682 -2.741 0.327
C -7.148 -3.075 -0.002
C -7.432 -2.450 -1.374
C -6.314 -1.432 -1.623
C -3.066 -1.551 0.260
C -1.861 -0.864 0.351
C -0.080 3.981 0.844
C 0.685 5.070 1.243
H 3.677 7.477 2.080
H 2.778 6.861 0.653
H 1.897 7.686 1.996
H 2.556 3.574 3.689
H 1.117 1.643 3.034
H -0.365 1.915 -0.957
H 0.051 -1.062 -1.854
H 2.111 -2.441 -2.090
H 5.862 -1.089 0.437
H 4.968 -2.286 1.392
H 7.434 -2.775 0.119
H 6.284 -4.035 0.604
H 6.822 -2.954 -2.139
H 6.188 -4.547 -1.692
H 3.979 -3.797 -1.852
H 4.648 -2.407 -2.713
H 4.004 -0.006 0.954
H 2.115 1.530 0.869
H -2.547 1.790 -1.659
H -4.688 0.510 -1.945
H -5.578 -2.365 1.360
H -5.049 -3.643 0.249
H -7.790 -2.624 0.762
H -7.306 -4.155 0.004
H -7.396 -3.218 -2.150
H -8.406 -1.961 -1.409
H -5.918 -1.497 -2.647
H -6.678 -0.403 -1.485
H -3.202 -2.491 0.795
H -1.060 -1.241 0.989
H -0.775 4.067 0.012
H 0.549 6.043 0.767
*
```